11
Properties=species:S:1:pos:R:3:forces:R:3 method="wB97M-V/def2-TZVPD" max_force_ev_per_a=3.073 homo_lumo_gap_ev=10.35 smiles=C1CNC1 total_energy_ev=-4712.768 relative_energy_kj_mol=134.05
C -0.4343 0.0064 -1.0245 -1.5809 -0.4339 2.5989
C -0.4339 -0.8844 0.2811 -1.6551 -1.8209 -0.3736
C 0.3156 1.0005 -0.1029 -1.4072 0.1460 -0.0061
H -1.4105 0.3035 -1.4608 0.6559 -0.2489 0.3471
H 0.2220 -0.3828 -1.7509 0.6892 -0.4578 -0.9198
H -0.4611 -2.0282 0.2564 0.8488 1.3377 -0.3545
H -1.3294 -0.7076 0.8842 -0.2748 0.4809 -0.1403
H 0.6382 0.0682 1.8292 0.0363 -0.3023 -0.9574
H -0.3867 1.8304 0.3226 1.2975 -1.6130 -0.3702
H 1.0224 1.4292 -0.7803 1.3584 0.7509 0.7049
N 0.7172 -0.1783 0.8254 0.0319 2.1613 -0.5291